Entry 1:
Entry from OMol25: a structure of composition C42H47BF6N2O3S in a non-equilibrium geometry (the ωB97M-V functional and the def2-TZVPD basis).

largest force on an atom	6.4	eV Å⁻¹
DFT total energy	-81254.682	eV

CARTESIAN COORDINATES (ANGSTROEM)
S -3.1088 -2.4911 -3.5506
F -4.9371 1.3202 -3.9699
F -2.9925 2.0533 -4.7021
F -4.5387 0.5297 1.3438
F -2.6934 -0.5070 1.9370
F -4.0092 3.1114 -3.0587
F -2.7366 1.6936 1.8203
O 3.7346 -0.2906 5.2240
O 0.4268 -2.6083 -1.4537
O 0.6553 -1.4404 -3.5942
N 3.0503 1.3994 3.8219
N 1.9976 0.2028 2.1970
C 0.2514 0.6841 0.6066
C -2.0610 0.1461 -2.9183
C 2.4310 1.5785 2.5071
C -3.5411 1.0085 -1.2077
C 3.1488 0.0844 4.2337
C 2.7471 2.5151 0.1745
C -5.2649 -4.1925 -4.0614
C 0.1825 1.2226 6.7780
C 0.8760 -2.6976 -4.3524
C 0.0498 1.9732 -2.7015
C -0.9771 1.9010 4.7440
C -1.7111 -0.9257 -1.9820
C -2.9107 -1.7585 -2.0257
C -1.1086 4.1495 -1.3959
C 1.0603 -5.1945 -4.1690
C 3.1804 2.4303 4.8320
C -1.0256 2.9079 -0.7537
C -2.7842 0.4321 -0.2456
C -4.7054 -3.2504 -1.7217
C -3.7441 1.8646 -3.5724
C -0.5108 0.7487 4.1089
C -4.4468 -3.4611 -3.0650
C 0.2413 -3.8832 -2.1990
C 1.0364 -1.2367 3.9828
C 1.1926 -3.8785 -3.4091
C 0.6812 0.1048 6.1088
C 2.6179 -3.7341 -2.8768
C 0.3835 -0.1064 4.7548
C 1.1304 -0.1691 1.1981
C 3.9147 3.5986 2.0558
C -0.0458 3.2013 -3.3597
C -3.0716 0.9834 -2.5528
C -3.8043 -2.3197 -1.1154
C 2.3066 -0.7465 3.2741
C -0.3359 0.4510 -0.7264
C -1.5965 -0.3791 -0.5860
C -3.1836 0.5435 1.1957
C 4.6535 1.3345 1.3154
C 3.4449 2.2569 1.5000
C -0.6332 4.2882 -2.7048
C -0.6287 2.1271 6.0795
C -0.4857 1.8119 -1.4202
B 0.4503 -1.4429 -2.2108
H -0.8168 -4.0705 -2.4957
H 0.3255 3.3047 -4.3862
H -0.8555 0.4842 3.1077
H 0.4223 1.3743 7.8392
H -0.0329 1.6206 1.0812
H -4.4143 1.6016 -0.9578
H 1.3245 -0.6099 6.6289
H 0.3580 -0.2269 -1.4351
H 0.5255 1.1292 -3.2076
H 3.4361 3.0514 -0.4958
H 1.1562 -1.2374 0.9381
H 2.4607 1.5865 -0.3262
H -1.5679 4.9912 -0.8728
H 1.7195 -2.5133 -5.0438
H -5.5004 -3.8136 -1.2194
H -0.9936 3.0223 6.5818
H 2.3827 2.3948 5.5918
H 0.0335 -5.3124 -4.5515
H -1.4043 2.8210 0.2691
H 1.7695 -5.1948 -5.0053
H 4.1498 2.3254 5.3328
H -3.7687 -2.1549 -0.0359
H -1.4667 -1.2166 0.1175
H -5.8669 -3.5391 -4.7119
H -1.6279 2.5907 4.1937
H 2.7581 -2.8351 -2.2589
H 3.1378 3.4075 4.3616
H -0.0452 -2.9089 -4.9230
H 0.5410 -4.6477 -1.4719
H 1.3663 -2.0062 4.6881
H -5.9385 -4.8579 -3.5197
H 5.3728 1.8133 0.6362
H 2.8569 -4.6044 -2.2592
H -1.6621 0.1426 -3.9314
H 2.9356 -1.5646 2.8858
H 0.3442 -1.6997 3.2642
H 1.3285 -6.0410 -3.5189
H 5.1546 1.1315 2.2703
H -4.6241 -4.8037 -4.7033
H 1.8488 3.1339 0.3142
H 4.3602 0.3825 0.8642
H 1.5467 2.2367 2.6095
H 4.5205 4.1216 1.2991
H 3.3219 -3.7223 -3.7130
H 4.5361 3.4739 2.9482
H -0.7175 5.2549 -3.2049
H 3.0579 4.2403 2.2951

These are the Mulliken partial charges, in e, on atoms 1 to 2: atom 1 (S): -0.25, atom 2 (F): -0.29

***

Entry 2:
Entry from OMol25: a structure of composition C42H47CeClP3 in a non-equilibrium geometry (the ωB97M-V functional and the def2-TZVPD basis).

largest force on an atom	2.1	eV Å⁻¹
spin multiplicity	2
net charge	+2
DFT total energy	-97621.007	eV

CARTESIAN COORDINATES (ANGSTROEM)
Ce 0.9192 0.1719 0.3551
Cl 0.2669 -0.0342 -2.2150
P -0.2265 0.4994 2.9490
P -0.0960 2.7983 -0.2071
P -0.0571 -2.7029 -0.0612
C -2.0214 -4.6010 -3.1942
C -1.5960 3.3983 -0.9978
C 3.1252 -5.3573 -0.3323
C -1.0300 3.5361 2.2805
C 1.6906 -0.0484 3.0708
C 1.2308 4.1967 -2.2937
C 1.5229 -3.5344 -0.4699
C -1.8462 -4.1694 1.5998
C 0.2319 4.7690 3.9339
C 3.6133 4.0208 -2.7018
C 1.1484 4.4725 1.7093
C -3.1663 -3.8112 -3.3192
C -2.3898 -2.4041 -1.5154
C -1.2434 -3.2140 -1.3610
C 3.7257 3.0703 -1.6852
C -0.2497 -0.4510 5.6515
C -3.3393 5.0426 -1.3404
C -1.8327 -0.2982 2.4526
C 2.5950 2.6813 -0.9615
C 1.3494 3.2802 -1.2349
C 1.8608 -4.8317 -0.0393
C 3.7337 -3.3020 -1.4582
C 2.3656 4.5673 -3.0195
C -0.1962 -3.8527 3.8450
C -1.4359 -4.4971 3.9700
C 0.2412 -3.4166 2.6002
C 2.5330 1.2231 3.0334
C -0.4421 0.7628 4.7224
C -0.9058 4.0339 3.5758
C -3.4637 2.8933 -2.4648
C -2.1379 4.6646 -0.7333
C -3.3448 -2.7018 -2.4845
C -2.2534 -4.6575 2.8447
C 1.2459 4.9894 3.0033
C -0.6010 -3.5342 1.4711
C 0.0125 3.7338 1.3507
C -2.2624 2.5149 -1.8716
C 2.4616 -2.7875 -1.2061
C -2.6607 -1.0480 3.5072
C -1.0555 -4.3040 -2.2238
C 4.0612 -4.5950 -1.0382
C -4.0003 4.1626 -2.2034
H 0.7348 -0.9176 5.5504
H -2.4448 0.5495 2.0809
H 2.1869 1.9530 3.7838
H 1.9377 4.6328 0.9760
H -0.1564 -4.9185 -2.1377
H 2.2757 5.2846 -3.8342
H -2.8583 -0.4377 4.3982
H 4.5028 4.3320 -3.2507
H -4.9343 4.4635 -2.6767
H -3.9221 -4.0488 -4.0709
H -3.7526 6.0288 -1.1314
H -2.5196 -1.5287 -0.8766
H 1.7315 -0.5578 4.0313
H 3.5865 1.0192 3.2511
H 0.2500 4.6128 -2.5335
H -1.6392 -0.9691 1.5942
H -3.9827 2.2029 -3.1319
H -3.6321 -1.3054 3.0612
H -1.8729 -5.4519 -3.8587
H 4.6921 2.6187 -1.4475
H -1.6907 3.8341 4.3029
H -1.4435 1.1868 4.8991
H 1.1367 -5.4244 0.5263
H 2.4548 -0.0693 -3.8513
H 2.5195 1.7582 2.0630
H 5.0432 -5.0066 -1.2661
H 4.4666 -2.6914 -1.9916
H 1.2437 -2.9920 2.4901
H 2.1316 5.5669 3.2778
H 0.2789 1.5433 5.0214
H 2.1901 -1.8023 -1.6071
H -1.8229 1.5381 -2.0751
H -1.7542 -4.8779 4.9381
H 3.3762 -6.3661 -0.0031
H -3.2177 -5.1562 2.9355
H -0.3400 -0.0965 6.6884
H -1.9023 2.9438 1.9964
H 2.7335 1.9362 -0.1485
H -2.1784 -1.9927 3.7962
H 0.4444 -3.7151 4.7213
H 1.9634 -0.8200 2.3155
H -1.6240 5.3458 -0.0501
H -1.0038 -1.2317 5.5178
H 0.3168 5.1670 4.9449
H -2.4893 -4.2848 0.7260
H 3.1903 -0.0540 -3.6825
H -4.2256 -2.0649 -2.5907

These are the Mulliken partial charges, in e, on atoms 1 to 2: atom 1 (Ce): -0.04, atom 2 (Cl): -0.54